ORCA calculation (wB97M-V/def2-TZVPD) on the molecule C5H7NOS at a distorted geometry.

The relative energy (zero: lowest compared OMol25 entry of this formula, charge and spin) is 63.0 kJ/mol. The calculation puts the orbital gap at 9.8 eV. Its total energy is -19670.950 eV. The HOMO energy is -9.421 eV.

Last column: Löwdin charge in e.
Cartesian coordinates (Å):
O: 2.274 -1.170 2.604  0.019
C: 0.997 0.176 1.092  -0.016
H: -0.391 2.095 -0.152  0.111
H: -1.576 -1.386 0.397  0.097
C: -0.516 -1.341 0.115  -0.431
S: 0.438 -2.415 1.224  0.998
N: -0.531 0.815 -2.046  0.025
H: 1.486 1.072 1.290  0.107
C: 1.398 -1.044 1.796  -0.724
H: 0.430 1.002 -2.223  0.049
H: -1.753 1.168 -0.326  0.115
C: -0.680 1.107 -0.534  -0.192
H: -1.086 1.516 -2.537  0.064
C: -0.017 0.026 0.248  -0.320
H: -0.473 -1.622 -0.948  0.096



ORCA calculation (wB97M-V/def2-TZVPD) on the molecule C5H7NS at a distorted geometry.

The relative energy (zero: lowest compared OMol25 entry of this formula, charge and spin) is 329.9 kJ/mol. The calculation puts the orbital gap at 8.1 eV. Its total energy is -17620.226 eV. The HOMO energy is -7.174 eV.

Last column: Löwdin charge in e.
Cartesian coordinates (Å):
H: -2.472 -0.238 0.901  0.116
S: 2.090 0.850 -0.342  0.918
N: -0.552 0.147 0.125  -0.136
H: -1.151 2.150 0.508  0.093
H: -1.353 -1.685 0.414  0.077
H: 0.210 -2.240 -1.297  0.035
H: -1.070 -0.636 1.860  0.067
C: -0.392 1.473 0.326  -0.256
H: 1.934 -2.063 -1.678  0.107
C: 0.806 2.058 0.020  -0.376
C: 1.040 -0.490 -0.518  -0.517
H: 1.296 3.012 -0.121  0.042
C: -1.420 -0.693 0.860  -0.101
C: 1.035 -1.646 -1.059  -0.069



ORCA calculation (wB97M-V/def2-TZVPD) on the molecule C5H7NS at a distorted geometry.

The relative energy (zero: lowest compared OMol25 entry of this formula, charge and spin) is 299.1 kJ/mol. The calculation puts the orbital gap at 8.7 eV. Its total energy is -17620.545 eV. The HOMO energy is -7.980 eV.

Last column: Löwdin charge in e.
Cartesian coordinates (Å):
C: 1.122 -0.765 0.794  -0.430
H: 1.774 -1.546 1.097  0.073
H: -0.600 -1.534 -0.199  0.122
H: -0.589 0.644 -1.707  0.142
H: 0.449 -0.363 1.525  0.069
H: -3.129 0.245 1.650  0.035
H: 0.853 -1.174 -1.336  0.125
C: -1.447 0.575 0.163  -0.109
C: 0.263 -0.919 -0.434  -0.283
H: 1.099 1.832 -1.437  0.079
C: -0.284 0.411 -0.690  -0.458
C: -2.423 0.502 0.879  0.128
N: 0.779 1.495 -0.486  -0.310
S: 2.133 0.597 0.180  0.819



ORCA calculation (wB97M-V/def2-TZVPD) on the molecule C5H7NS at a distorted geometry.

The relative energy (zero: lowest compared OMol25 entry of this formula, charge and spin) is 582.9 kJ/mol. The calculation puts the orbital gap (alpha / beta) at 5.1 / 5.1 eV. Its total energy is -17617.604 eV. The HOMO energy (alpha / beta) is -6.454 / -6.462 eV.

Last column: Löwdin charge in e.
Cartesian coordinates (Å):
N: -0.929 -0.354 0.073  -0.148
C: 0.242 -1.014 0.397  -0.330
C: -1.720 -0.743 -1.055  -0.216
H: 0.061 -1.478 1.324  0.119
H: 2.307 1.580 1.261  0.125
H: -2.199 -1.794 -0.930  0.087
H: -1.004 -0.606 -2.042  0.109
H: 0.439 -1.775 -0.352  0.115
C: 1.451 -0.099 0.662  -0.003
H: 2.232 -0.708 0.962  0.073
C: 0.488 2.199 0.315  -0.613
H: -2.485 0.076 -1.123  0.059
S: -0.251 3.433 -0.253  0.824
C: 1.368 1.283 0.761  -0.201



ORCA calculation (wB97M-V/def2-TZVPD) on the molecule C5H7NS at a distorted geometry.

The relative energy (zero: lowest compared OMol25 entry of this formula, charge and spin) is 301.2 kJ/mol. The calculation puts the orbital gap at 7.8 eV. Its total energy is -17620.524 eV. The HOMO energy is -7.004 eV.

Last column: Löwdin charge in e.
Cartesian coordinates (Å):
H: 1.079 0.675 -1.951  0.026
H: -0.096 -0.660 2.888  0.059
C: 0.165 -1.658 1.000  -0.245
H: -0.211 0.876 -3.002  0.010
C: -0.338 -0.676 1.877  -0.176
C: -1.021 0.438 1.441  -0.207
C: -1.318 0.682 0.119  -0.394
S: -1.009 -0.491 -1.094  1.013
H: -1.939 1.606 0.015  0.081
H: 0.965 -2.382 1.365  0.127
N: -0.102 -1.765 -0.315  -0.238
H: 0.655 -0.638 -2.995  0.067
C: 0.233 0.186 -2.351  -0.245
H: -1.321 1.246 2.148  0.122



ORCA calculation (wB97M-V/def2-TZVPD) on the molecule C5H7NSe at a distorted geometry.

The relative energy (zero: lowest compared OMol25 entry of this formula, charge and spin) is 487.0 kJ/mol. The calculation puts the orbital gap (alpha / beta) at 7.4 / 7.4 eV. Its total energy is -72128.371 eV. The HOMO energy (alpha / beta) is -7.257 / -7.259 eV.

Last column: Löwdin charge in e.
Cartesian coordinates (Å):
H: -1.578 -0.405 1.580  0.076
H: 1.753 -1.719 -1.815  0.121
Se: 0.758 0.583 1.164  1.069
H: -0.751 -0.064 3.269  0.029
H: -0.982 1.245 -2.059  0.143
H: 0.317 -0.212 -2.876  0.093
C: 0.539 0.038 -1.889  -0.159
C: -0.316 1.614 -0.134  -0.379
N: -0.229 1.008 -1.426  -0.112
H: -1.414 1.723 0.322  0.061
C: -0.571 -0.432 2.219  -0.353
H: -0.224 -1.433 2.482  0.013
C: 1.366 -1.088 0.252  -0.275
C: 1.333 -0.858 -1.089  -0.328



ORCA calculation (wB97M-V/def2-TZVPD) on a cluster of 2 separate species, C5H7O2P2S2 in total at a distorted geometry.

The relative energy (zero: lowest compared OMol25 entry of this formula, charge and spin) is 0.0 kJ/mol. The calculation puts the orbital gap at 6.8 eV. Its total energy is -49643.317 eV. As for the total charge: -1. The HOMO energy is -3.800 eV.

Last column: Löwdin charge in e.
Cartesian coordinates (Å):
O: 3.981 -1.822 -1.066  0.174
H: -1.687 -0.683 1.306  0.045
H: -2.339 0.113 -0.841  -0.006
S: 2.760 1.342 -0.353  0.071
S: -2.419 2.913 -0.126  -0.122
C: 3.075 -1.663 -0.373  -0.539
H: 0.525 0.054 -1.365  0.037
C: -1.541 -0.413 -1.232  -0.132
H: -0.048 -1.076 1.787  0.081
H: -1.408 -1.308 -0.521  0.081
C: -0.091 0.757 0.602  -0.928
H: -1.703 -0.885 -2.198  0.066
C: -0.339 0.440 -0.866  -0.560
P: -0.565 2.286 -0.457  0.316
H: -1.024 0.283 2.653  0.047
P: 1.445 1.551 1.015  0.330
O: 2.160 -1.709 0.327  0.147
C: -0.781 -0.180 1.706  -0.108



ORCA calculation (wB97M-V/def2-TZVPD) on the ion C5H7O2S with charge -1 at a distorted geometry.

The relative energy (zero: lowest compared OMol25 entry of this formula, charge and spin) is 250.2 kJ/mol. The calculation puts the orbital gap (alpha / beta) at 5.9 / 5.9 eV. Its total energy is -20226.929 eV. As for the total charge: -1. The HOMO energy (alpha / beta) is -1.953 / -1.954 eV.

Last column: Löwdin charge in e.
Cartesian coordinates (Å):
C: 1.385 -0.093 -2.024  -0.220
H: 2.040 0.834 -2.315  0.064
H: -2.203 -0.907 0.603  0.082
C: -1.172 -0.725 0.671  -0.130
S: 0.775 1.753 -0.212  0.713
O: -0.059 2.340 0.925  -0.763
H: 0.347 -0.023 1.813  0.084
O: -1.402 0.036 2.861  -0.047
C: -0.662 -0.311 1.821  -0.305
H: 2.128 -0.974 -1.689  0.107
H: -0.475 -1.756 -1.082  0.081
H: -1.729 0.984 2.906  0.130
C: 0.575 0.074 -0.812  -0.675
H: 0.802 -0.383 -2.958  0.078
C: -0.348 -0.850 -0.507  -0.199



ORCA calculation (wB97M-V/def2-TZVPD) on a structure of composition C5H7O2S at a distorted geometry.

The relative energy (zero: lowest compared OMol25 entry of this formula, charge and spin) is 216.8 kJ/mol. The calculation puts the orbital gap at 6.3 eV. Its total energy is -20227.275 eV. As for the total charge: -1. The HOMO energy is -2.514 eV.

Last column: Löwdin charge in e.
Cartesian coordinates (Å):
S: -1.112 -1.137 0.427  0.793
C: 0.393 1.209 0.041  -0.144
C: 0.320 -0.698 1.666  -0.326
C: -2.823 0.337 -0.081  -0.754
C: 1.459 -0.897 -0.822  -0.121
H: 0.706 -1.689 2.081  -0.028
H: 1.321 -1.928 -0.891  0.023
H: 1.400 -0.321 -1.868  0.101
C: 0.518 -0.287 0.244  -0.884
H: -0.187 1.776 0.681  0.035
H: 1.345 1.642 0.419  0.087
H: 2.521 -0.573 -0.639  0.069
O: -2.870 1.025 0.872  0.039
H: 0.158 1.455 -0.958  0.055
O: -3.148 0.088 -1.174  0.055



ORCA calculation (wB97M-V/def2-TZVPD) on a cluster of 2 separate species, C5H7O2S in total at a distorted geometry.

The relative energy (zero: lowest compared OMol25 entry of this formula, charge and spin) is 426.5 kJ/mol. The calculation puts the orbital gap at 7.1 eV. Its total energy is -20225.102 eV. As for the total charge: -1. The HOMO energy is -3.307 eV.

Last column: Löwdin charge in e.
Cartesian coordinates (Å):
H: 0.000 -0.681 2.373  0.077
C: 0.892 0.474 -1.403  -0.185
C: 2.073 0.324 -1.219  0.081
C: -0.503 0.286 -1.201  -0.393
H: 3.105 0.245 -1.071  -0.005
O: -2.386 -1.940 -1.380  -0.556
S: -1.277 -1.476 -2.200  0.652
C: -1.403 0.952 -0.578  -0.112
H: 0.086 0.700 1.530  -0.106
H: -1.266 1.957 -0.260  0.025
O: -0.114 -2.383 -2.036  -0.577
H: 0.846 0.688 3.350  0.027
C: 0.653 0.359 2.268  -0.063
H: 1.668 -0.086 1.863  0.044
H: -2.374 0.580 -0.037  0.092



| no. | M (g/mol) |
| --- | --- |
| 1 | 129.2 |
| 2 | 113.2 |
| 3 | 113.2 |
| 4 | 113.2 |
| 5 | 113.2 |
| 6 | 160.1 |
| 7 | 225.2 |
| 8 | 131.2 |
| 9 | 131.2 |
| 10 | 131.2 |